[1]
Here is one molecule with the formula C13H14F2 at a distorted geometry from the Open Molecules 2025 dataset. Energies are from the ωB97M-V functional and the def2-TZVPD basis.

```
29
Properties=species:S:1:pos:R:3:forces:R:3
C -1.3954 -1.9781 -0.8617 -0.277 -0.157 0.390
C -2.7289 -1.6123 -0.6820 0.082 0.115 -0.022
C -2.0842 0.6722 -0.2965 0.538 0.075 -0.172
C 0.2936 1.3051 -0.3321 0.597 0.498 -0.193
C -0.4695 -1.0094 -0.6792 4.618 -0.287 -0.335
C -0.7001 0.3471 -0.4333 -1.306 -0.674 0.088
C -3.0688 -0.2804 -0.4147 -0.206 -0.173 -0.048
C 1.7713 -1.3930 -0.6873 -4.009 0.234 0.083
C 1.7097 1.0769 -0.7279 0.144 -0.196 0.301
C 2.3885 -0.1661 -0.1071 0.408 0.272 0.200
C -4.5098 0.1057 -0.2531 0.019 -0.021 0.114
C 2.2281 -0.1526 1.4235 -0.119 -0.053 -0.281
C 3.8789 -0.1479 -0.4882 -0.209 -0.147 -0.085
F 2.0234 -2.5275 -0.0302 0.102 0.390 -0.185
F 1.7917 0.9528 -2.1217 -0.044 -0.019 -0.277
H -1.1199 -2.9997 -1.0697 0.062 -0.103 -0.020
H -3.4972 -2.3690 -0.7340 -0.165 -0.021 -0.130
H -2.3465 1.7112 -0.1579 -0.106 0.139 0.138
H 0.0178 2.3159 -0.0751 -0.108 0.117 0.009
H 2.3093 1.9662 -0.4967 -0.063 -0.187 0.196
H -4.7855 0.0745 0.8012 -0.118 0.019 0.036
H -5.1590 -0.5773 -0.7947 -0.091 -0.009 -0.027
H -4.6800 1.1160 -0.6165 -0.082 0.068 -0.016
H 1.1725 -0.1590 1.6896 -0.011 -0.031 0.101
H 2.6908 0.7391 1.8405 0.055 0.107 0.038
H 2.7043 -1.0304 1.8543 0.042 0.003 0.047
H 4.3711 -1.0441 -0.1193 0.097 -0.072 0.035
H 4.3674 0.7221 -0.0568 0.046 0.113 0.080
H 3.9778 -0.1106 -1.5697 0.103 0.003 -0.065
```
Positions in Å, forces in eV/Å.

Computed properties:
Relative energy (zero: lowest compared OMol25 entry of this formula, charge and spin) ... 65.4 kcal per mole
2S+1 ... 3
E_HOMO (spin up / spin down) ... -7.487 / -9.125 eV
Charge ... 0

Atom charges from the natural (NBO) analysis, given in e for atoms 1 to 4:
1. C -0.299
2. C -0.171
3. C -0.117
4. C -0.128

=====

[2]
Here is C5H13NS as an isolated structure at a distorted geometry from the Open Molecules 2025 dataset. Energies are from the ωB97M-V functional and the def2-TZVPD basis.

```
20
Properties=species:S:1:pos:R:3:forces:R:3
C -0.2759 -0.9473 1.5170 -0.708 0.672 0.164
N -0.8161 0.0707 2.4142 1.253 -0.302 -1.262
C -0.6713 2.1988 -0.5976 1.366 -2.479 2.483
C -1.5782 1.9292 0.3840 0.739 -0.825 -2.104
S 1.6275 -1.3534 -1.7884 -0.524 0.504 0.600
C 0.8149 1.7060 -0.3939 -1.927 0.803 0.605
C -1.2497 -1.5126 0.5288 0.727 -1.197 -0.564
H 0.5707 -0.5514 0.9188 0.321 -0.295 0.316
H 0.1219 -1.8168 2.0969 0.056 0.809 0.151
H 0.0280 0.4013 2.9493 -0.945 0.120 -0.455
H -0.8556 2.4901 -1.6125 -0.788 0.749 -0.197
H -1.2057 1.0568 1.4341 -0.324 1.190 -0.387
H -2.6559 1.8592 0.0941 0.723 0.081 0.958
H 2.2746 -2.1113 -2.6511 0.321 -0.466 -0.325
H 0.8240 1.5485 0.6872 0.672 -0.159 -0.140
H 1.0228 0.7670 -0.9374 -0.053 0.486 0.065
H 1.5427 2.4728 -0.6502 -0.007 -0.064 -0.189
H -0.6295 -2.3395 0.1364 -0.607 -0.049 -0.289
H -2.1325 -1.9400 0.9889 -0.265 0.156 0.036
H -1.4712 -0.9219 -0.3702 -0.029 0.264 0.533
```
Positions in Å, forces in eV/Å.

Computed properties:
Relative energy (zero: lowest compared OMol25 entry of this formula, charge and spin) ... 190.7 kcal per mole
E_HOMO ... -7.397 eV
Charge ... 0

Atom charges from the natural (NBO) analysis, given in e for atoms 1 to 4:
1. C -0.302
2. N -0.442
3. C -0.171
4. C -0.283

=====

[3]
Here is one molecule with the formula C24H28N2O5 from the Open Molecules 2025 dataset. Energies are from the ωB97M-V functional and the def2-TZVPD basis.

```
59
Properties=species:S:1:pos:R:3:forces:R:3
C 6.6365 0.7959 -1.9174 -0.026 0.034 0.001
O 6.2814 -0.0964 -2.9544 0.005 0.112 -0.162
C 5.8446 -1.3581 -2.5194 -0.167 -0.262 0.166
C 4.5339 -1.3311 -1.7237 0.229 0.198 -0.329
C 3.4453 -0.5854 -2.5011 0.436 0.070 0.112
N 2.3273 -0.2155 -1.6676 -0.292 0.025 0.036
C 2.3842 0.8087 -0.7874 0.505 0.199 -0.135
O 3.3467 1.5216 -0.5998 -0.046 0.102 0.100
C 1.0206 0.8857 -0.0993 -0.611 0.288 0.412
O 0.7004 1.7179 0.7207 0.421 -0.092 -0.240
C 0.2372 -0.2000 -0.6649 -0.461 -0.376 -0.331
C -1.0763 -0.4856 -0.4849 0.486 0.205 -0.038
O -1.6255 -1.4362 -1.2777 0.061 0.161 -0.033
C -1.9522 0.1619 0.4907 -0.359 -0.045 0.054
C -3.2484 0.5222 0.1259 0.334 -0.045 0.014
C -4.1114 1.1124 1.0277 -0.364 0.151 0.223
C -3.7023 1.3360 2.3414 0.360 -0.282 -0.146
O -4.4453 1.8643 3.3359 0.293 -0.033 0.001
C -5.7421 2.3876 3.1203 -0.367 0.478 0.111
C -5.7311 3.9080 2.8988 -0.024 -0.272 -0.149
C -5.0925 4.2879 1.5656 0.060 -0.025 0.311
C -7.1587 4.4421 2.9821 0.272 -0.129 0.104
C -2.4063 0.9527 2.7132 -0.214 0.110 0.041
C -1.5446 0.3841 1.8079 -0.152 -0.054 -0.132
C 1.0961 -0.9686 -1.6422 -0.405 -0.183 0.026
C 1.3105 -2.3812 -1.1471 0.050 -0.308 -0.099
C 0.9309 -3.4838 -1.8986 0.114 0.164 0.199
C 1.1505 -4.7490 -1.3742 -0.095 0.010 -0.238
N 1.7058 -4.9627 -0.1953 0.038 -0.561 0.101
C 2.0662 -3.9109 0.5208 0.077 0.408 0.178
C 1.8911 -2.6042 0.0970 -0.093 -0.163 -0.169
H 5.7629 1.1590 -1.3678 0.012 -0.017 0.006
H 7.3358 0.3232 -1.2178 0.019 0.004 0.010
H 7.1268 1.6380 -2.4022 0.019 0.022 0.089
H 5.7106 -1.9383 -3.4369 0.043 -0.061 0.094
H 6.6228 -1.8413 -1.9072 -0.052 0.013 -0.108
H 4.2291 -2.3566 -1.5087 0.018 0.006 0.044
H 4.6952 -0.8151 -0.7763 -0.037 -0.032 0.061
H 3.8829 0.3354 -2.8996 -0.101 -0.126 -0.035
H 3.0778 -1.1920 -3.3316 -0.025 0.065 -0.009
H -2.5557 -1.5626 -1.0448 0.144 -0.005 0.118
H -3.5821 0.3837 -0.8947 -0.030 0.003 -0.072
H -5.0938 1.3983 0.6881 -0.065 0.050 0.012
H -6.2851 2.1680 4.0458 0.024 -0.017 -0.162
H -6.2553 1.8805 2.2979 0.016 -0.018 0.035
H -5.1367 4.3469 3.7068 -0.030 -0.057 0.009
H -5.0603 5.3702 1.4654 0.019 0.111 -0.061
H -4.0742 3.9121 1.4985 0.085 0.008 -0.093
H -5.6705 3.8879 0.7344 -0.058 -0.052 -0.131
H -7.1640 5.5204 2.8476 -0.055 0.103 -0.024
H -7.7777 3.9972 2.2053 -0.120 -0.026 -0.106
H -7.6028 4.2145 3.9482 -0.119 0.004 0.097
H -2.1036 1.1215 3.7340 0.044 0.009 0.129
H -0.5564 0.0902 2.1186 0.102 -0.001 0.030
H 0.6425 -0.9997 -2.6428 0.080 -0.005 0.104
H 0.4688 -3.3598 -2.8659 -0.060 0.015 -0.118
H 0.8700 -5.6365 -1.9262 -0.058 -0.026 -0.118
H 2.5154 -4.1305 1.4803 0.052 0.076 0.100
H 2.2004 -1.7746 0.7151 0.070 0.067 0.108
```
Positions in Å, forces in eV/Å.

Computed properties:
Relative energy (zero: lowest compared OMol25 entry of this formula, charge and spin) ... 72.5 kcal per mole
E_HOMO ... -8.603 eV
Charge ... 0

Atom charges from the natural (NBO) analysis, given in e for atoms 1 to 4:
1. C -0.267
2. O -0.542
3. C -0.055
4. C -0.446

=====

[4]
Here is a 2-piece molecular cluster, C24H36Cl2FIN5O4 overall at a distorted geometry from the Open Molecules 2025 dataset. Energies are from the ωB97M-V functional and the def2-TZVPD basis.

```
73
Properties=species:S:1:pos:R:3:forces:R:3
C -1.6395 1.5485 1.5219 0.655 0.901 0.470
C -0.1220 1.0788 1.9276 0.107 -0.207 0.390
C 0.1903 -0.5275 1.5818 -1.453 1.814 1.898
I 2.3541 -0.7895 1.7403 -0.941 -0.039 -0.095
N -0.4174 -0.8944 0.2492 0.105 -0.219 -2.225
C 0.4781 -1.4793 -0.8179 0.310 -2.943 1.974
N 1.1216 -0.9329 -1.9013 -1.920 0.147 2.569
C 0.9326 0.5808 -2.1237 -0.215 1.201 0.327
C -0.4725 0.9061 -2.9159 -2.183 -1.247 -3.000
C -1.3654 2.2643 -2.5213 -0.188 -1.000 -0.267
N -1.0154 0.1331 -3.9331 3.181 2.731 4.755
C 1.9592 -1.6661 -2.9236 0.210 -0.074 -1.373
C 3.5637 -1.7301 -2.6028 1.199 -0.912 -0.789
C 3.9849 -3.3454 -2.7084 -1.052 0.386 -0.719
O 3.9789 -1.1027 -1.3396 0.449 -2.669 -0.783
N 0.5118 -2.9623 -0.4154 0.162 3.351 -2.625
C -0.5580 -3.2634 0.6188 -1.453 -1.201 -0.180
C -1.1718 -4.7693 0.4097 -1.579 -4.887 -1.270
C -0.4103 -5.9048 -0.4746 -3.175 0.010 1.757
C -1.0706 -7.3549 -0.6446 -0.006 0.708 0.303
N -2.3155 -7.9570 -0.0924 2.846 7.565 1.280
C -2.9487 -6.8998 0.7434 0.546 0.675 -0.136
C -2.5409 -5.3796 1.0448 2.472 -1.255 -2.007
C -1.5426 -1.9496 0.2988 1.277 -1.971 0.666
F -1.8631 -2.2200 -1.1494 -0.284 1.331 3.440
C -2.7949 -1.6636 1.3336 -3.904 2.583 -1.372
Cl -2.8132 -2.2662 3.1253 0.666 0.677 -3.047
C -4.0218 -0.8606 0.9410 3.104 -1.497 0.434
C -4.2182 -0.1888 -0.5417 -0.038 -0.656 -0.251
Cl -5.4145 -0.5514 2.1813 2.610 -0.634 -2.237
H -2.4346 1.0441 2.2194 1.514 0.821 -1.632
H -1.8219 1.3991 0.3752 0.171 0.034 2.372
H -1.7151 2.7144 1.7269 0.234 -2.404 -0.412
H 0.6919 1.7438 1.4106 -1.617 -1.221 0.856
H 0.0390 1.2011 3.1003 -0.314 -0.269 -2.548
H -0.2903 -1.1230 2.4974 0.948 0.933 -2.405
H 0.8842 1.1232 -1.0792 0.153 -1.266 -2.075
H 1.8950 0.9965 -2.6879 -2.205 -1.040 1.141
H -1.1145 3.1763 -3.2143 -0.271 -1.890 1.362
H -1.2504 2.5714 -1.3949 -0.087 -0.633 -2.249
H -2.4953 1.9527 -2.7406 2.570 0.724 0.495
H -0.3741 -0.6757 -4.0928 -0.538 0.586 0.079
H 1.8466 -1.0622 -3.9473 0.029 -1.266 2.396
H 1.5443 -2.7431 -3.1461 0.700 2.110 0.735
H 4.1347 -1.1397 -3.4678 -1.360 -1.344 1.757
H 5.0677 -3.5613 -2.3206 -2.095 0.457 -0.840
H 3.1776 -4.0293 -2.1570 1.912 1.590 -0.890
H 3.8752 -3.6165 -3.8639 0.540 0.469 2.509
H 4.6513 -1.7652 -0.9476 -1.621 1.697 -0.780
H 0.4096 -3.3904 -1.3623 -0.129 -0.689 1.440
H -0.1620 -3.3079 1.7262 -0.475 0.666 -2.341
H 0.6211 -5.6550 -0.9876 -2.358 -0.813 1.134
H -0.4579 -8.1083 -1.3432 -1.480 1.882 1.746
H -3.9494 -7.2695 1.2847 2.455 0.989 -1.365
H -3.2244 -4.7022 1.7240 1.488 -1.714 -1.540
H -5.1462 0.5365 -0.6040 2.047 -1.519 0.498
H -4.4215 -1.0717 -1.3003 0.427 1.756 1.597
H -3.2345 0.3644 -0.9224 -2.123 -1.256 1.099
C 3.4738 7.5545 1.8173 -0.186 0.171 0.223
C 2.9837 6.2560 1.2014 0.441 0.536 -0.367
O 2.2554 5.4833 2.1639 -1.205 -0.130 0.161
C 0.9681 5.8610 2.3673 0.044 0.669 -0.217
O 0.3912 6.7783 1.8044 0.751 -1.440 0.767
O 0.4390 5.0575 3.3240 0.510 0.359 -0.835
C -0.8967 5.3971 3.6881 -0.557 0.093 0.221
H 4.0379 7.3574 2.7346 0.039 -0.057 -0.212
H 4.1130 8.0987 1.1167 -0.062 -0.099 0.065
H 2.6354 8.2016 2.0934 0.084 -0.101 -0.169
H 3.8440 5.6521 0.8942 -0.272 -0.145 0.263
H 2.3801 6.4364 0.3044 -0.083 -0.017 0.302
H -1.5467 5.4601 2.8094 0.203 0.158 0.126
H -0.9028 6.3412 4.2416 -0.078 -0.092 -0.234
H -1.2805 4.6095 4.3424 0.348 0.040 -0.116
```
Positions in Å, forces in eV/Å.

Computed properties:
E_HOMO ... -11.376 eV
Charge ... +1

Atom charges from the Mulliken analysis, given in e for atoms 1 to 4:
1. C -0.091
2. C -0.367
3. C -0.944
4. I 0.157

=====

[5]
Here is C40H45AsN2OOsSTe as an isolated structure from the Open Molecules 2025 dataset. Energies are from the ωB97M-V functional and the def2-TZVPD basis.

```
92
Properties=species:S:1:pos:R:3:forces:R:3
Os -0.7306 0.3106 0.1807 -0.587 -0.249 -0.472
C 1.1718 4.2296 1.6774 0.008 -0.007 0.004
C 0.2872 3.0285 1.8612 -0.027 -0.049 -0.041
O 0.2795 2.1371 1.0170 0.011 0.225 0.026
N -0.4705 2.9853 2.9721 0.078 -0.017 0.033
C -1.5041 1.9784 3.1835 -0.041 0.014 -0.057
C -0.9932 0.5714 3.3754 0.000 -0.123 -0.010
C -0.7327 0.1706 4.6795 0.002 -0.008 -0.008
C -0.3199 -1.1197 4.9575 0.017 -0.009 -0.039
C -0.2003 -1.9936 3.8966 -0.001 0.012 0.018
C -0.4666 -1.5274 2.6246 0.062 0.092 -0.076
N -0.8421 -0.2735 2.3273 0.074 -0.078 0.215
H 0.7327 4.8603 0.9028 -0.002 -0.002 -0.014
H 2.1420 3.8979 1.3149 0.016 -0.008 0.001
H 1.2926 4.8120 2.5895 0.000 0.008 0.001
H -0.4409 3.7732 3.5947 0.013 -0.011 -0.014
H -2.2194 2.0253 2.3665 -0.025 -0.049 -0.067
H -2.0207 2.2598 4.1000 -0.019 0.026 -0.037
H -0.8672 0.8875 5.4787 0.001 0.011 -0.003
H -0.1010 -1.4271 5.9711 -0.007 -0.013 0.014
H 0.1303 -3.0150 4.0201 0.000 -0.021 0.016
H -0.3433 -2.1798 1.7793 0.021 0.030 0.012
S -2.8715 1.3967 0.2313 -0.001 0.082 0.151
C -3.1690 2.1167 -1.3412 -0.038 0.017 0.023
C -4.4302 2.6823 -1.5910 0.001 -0.008 0.002
C -4.7314 3.2298 -2.8207 -0.001 0.004 0.014
C -3.7915 3.2328 -3.8514 0.004 0.000 -0.003
C -2.5449 2.6843 -3.6180 0.031 0.010 -0.029
C -2.2301 2.1395 -2.3731 0.054 0.007 -0.040
As -0.5323 1.3446 -1.9500 -0.074 0.005 0.033
C 0.7784 2.7728 -2.0608 -0.001 0.013 0.035
C 0.4908 4.0307 -2.5752 -0.029 0.000 0.034
C 1.4778 5.0081 -2.6172 0.023 0.002 0.012
C 2.7552 4.7303 -2.1517 -0.014 0.011 0.004
C 3.0446 3.4752 -1.6317 -0.014 -0.004 0.006
C 2.0555 2.5045 -1.5749 0.025 -0.060 0.000
C -0.1317 0.3467 -3.5762 0.000 -0.039 0.023
C 1.1773 0.1956 -4.0220 -0.003 -0.001 0.029
C 1.4552 -0.6024 -5.1234 -0.011 -0.009 -0.003
C 0.4281 -1.2596 -5.7844 0.003 0.012 -0.006
C -0.8804 -1.1123 -5.3462 -0.004 -0.007 0.000
C -1.1585 -0.3144 -4.2459 -0.035 0.012 0.017
H -5.1703 2.6697 -0.8007 -0.012 0.005 0.003
H -5.7139 3.6537 -2.9877 -0.011 0.001 0.001
H -4.0362 3.6500 -4.8190 0.001 0.002 -0.006
H -1.8071 2.6612 -4.4136 0.001 0.005 0.008
H -0.5063 4.2591 -2.9306 -0.003 -0.009 -0.010
H 1.2472 5.9873 -3.0169 -0.003 0.009 -0.004
H 3.5233 5.4919 -2.1913 0.010 0.005 -0.004
H 4.0389 3.2542 -1.2639 0.011 -0.003 0.005
H 2.2682 1.5272 -1.1478 0.002 0.077 -0.003
H 1.9871 0.7031 -3.5130 0.009 -0.010 -0.010
H 2.4772 -0.7125 -5.4626 0.006 0.001 0.001
H 0.6458 -1.8826 -6.6422 0.003 -0.005 -0.003
H -1.6871 -1.6192 -5.8607 -0.002 0.000 -0.001
H -2.1843 -0.1940 -3.9148 0.016 -0.007 0.007
C -2.3898 -3.1375 0.7812 -0.055 0.034 -0.025
C -2.1062 -2.5769 -0.6081 0.095 -0.025 0.087
C -3.4207 -1.9863 -1.1586 -0.031 0.075 -0.043
C -1.6624 -3.7160 -1.5311 -0.019 0.050 -0.006
C -1.1727 -1.3747 -0.7410 -0.554 0.355 0.105
H -3.1883 -3.8800 0.7078 -0.021 0.015 0.004
H -2.7200 -2.3593 1.4702 0.028 0.035 0.009
H -1.5218 -3.6461 1.2025 0.003 -0.040 -0.020
H -4.1713 -2.7779 -1.2171 -0.012 -0.009 0.003
H -3.2812 -1.5780 -2.1632 0.005 -0.017 0.005
H -3.7862 -1.1816 -0.5197 -0.001 -0.019 -0.003
H -2.4025 -4.5194 -1.5308 -0.016 -0.006 0.006
H -0.7060 -4.1264 -1.2144 0.103 -0.048 0.037
H -1.5456 -3.3604 -2.5574 -0.003 0.010 -0.007
H -0.9615 -1.3796 -1.8194 0.116 -0.032 0.004
C 4.0659 -3.4765 4.9913 0.001 -0.001 0.002
C 3.4096 -2.9820 3.7311 -0.005 -0.056 0.019
C 3.3425 -1.6324 3.4371 -0.002 0.052 0.006
C 2.7542 -1.1533 2.2672 0.000 -0.031 0.006
C 2.6992 0.3395 2.0845 0.030 -0.012 -0.059
C 2.2155 -2.0642 1.3503 0.020 0.011 0.046
Te 1.2929 -1.3687 -0.4526 0.828 -0.305 0.052
C 2.2945 -3.4427 1.6231 -0.025 0.114 -0.019
C 1.7541 -4.4742 0.6736 0.084 -0.038 -0.062
C 2.8789 -3.8745 2.8065 0.022 0.022 0.020
H 4.1287 -2.6865 5.7393 0.001 0.006 0.008
H 5.0816 -3.8245 4.7912 0.003 -0.001 -0.003
H 3.5149 -4.3133 5.4223 -0.002 -0.004 0.003
H 3.7545 -0.9160 4.1411 0.010 0.008 0.009
H 3.5488 0.8076 2.5844 -0.017 0.017 0.009
H 1.7826 0.7445 2.5180 -0.024 -0.023 0.008
H 2.6972 0.6317 1.0349 0.027 -0.022 0.026
H 0.6764 -4.3756 0.5528 -0.111 0.020 -0.021
H 1.9690 -5.4799 1.0343 0.001 -0.001 0.002
H 2.1900 -4.3617 -0.3208 -0.023 -0.011 0.004
H 2.9279 -4.9397 3.0080 0.005 -0.016 0.002
```
Positions in Å, forces in eV/Å.

Computed properties:
Relative energy (zero: lowest compared OMol25 entry of this formula, charge and spin) ... 16.9 kcal per mole
E_HOMO ... -5.809 eV
Charge ... 0

Atom charges from the Mulliken analysis, given in e for atoms 1 to 4:
1. Os 2.962
2. C -1.280
3. C 0.247
4. O -0.528